[1]
{
  "formula": "C45H43NPPdSb2",
  "method": "ωB97M-V/def2-TZVPD",
  "charge": 3,
  "gap_ev": [4.680, 4.691],
  "homo_ev": [-15.100, -15.099],
  "elements": ["H", "H", "C", "C", "C", "H", "C", "H", "C", "C", "C", "H", "C", "H", "H", "H", "H", "C", "C", "H", "H", "H", "C", "C", "C", "H", "H", "H", "C", "H", "H", "H", "C", "C", "C", "H", "C", "H", "H", "P", "H", "C", "Pd", "Sb", "H", "H", "H", "H", "C", "H", "H", "C", "H", "C", "C", "H", "C", "C", "H", "C", "H", "H", "C", "C", "C", "H", "C", "C", "C", "H", "H", "C", "C", "C", "H", "C", "C", "H", "Sb", "H", "C", "N", "H", "H", "C", "C", "C", "C", "C", "H", "C", "H", "C"],
  "xyz": [[-3.427556, 7.615091, -1.223342], [-6.724656, -0.728809, 2.214358], [-5.652056, -0.741109, 2.064858], [6.480344, -0.471809, -1.121742], [-0.663856, -1.886909, 4.104058], [-2.301056, -5.452609, 0.074258], [3.249744, 2.786891, -2.911342], [-1.328956, 2.279691, 1.918058], [-1.802656, -3.445409, 0.673558], [-2.763756, 4.361191, -1.950142], [-1.983056, 4.025891, -0.838542], [0.445844, -0.513609, 7.012958], [-3.284456, 5.650191, -2.087942], [-0.356456, 0.007091, 1.764258], [0.186844, 3.026591, 1.396158], [3.730644, -1.512509, -2.791342], [1.327744, -2.414309, 1.545158], [-0.451656, 2.135091, 1.257458], [0.299844, 0.897691, 1.744558], [0.277144, -3.853109, -5.842042], [3.780544, 3.829491, -1.109442], [-2.896556, -0.711609, 3.876458], [3.665944, -0.601309, -0.850542], [-0.290556, -1.796709, 5.448558], [4.490744, -0.044009, 0.174758], [-1.264256, -2.497009, -0.760442], [0.596544, 1.140391, 2.790258], [2.434944, 1.708391, -4.580442], [0.808744, -4.403609, 0.941858], [0.010844, -6.301609, 0.314858], [1.964944, -4.728209, -4.247842], [6.493644, 0.446991, 0.821758], [5.690544, -1.027609, -2.132242], [0.985444, 1.930591, -2.995342], [5.882444, 0.017091, 0.035958], [-0.065356, 1.342491, 3.179758], [-4.813956, -0.722309, 3.146858], [-5.880156, -0.771309, 0.002758], [-3.884856, 5.898191, -2.953442], [-1.120556, -0.805209, 1.521758], [2.215344, 1.456991, 0.863558], [-0.593956, -0.750509, 3.271258], [-1.264256, -0.805209, -0.760442], [1.439444, -0.777209, -0.760442], [-2.825556, -3.137809, 0.561258], [0.226544, 1.405791, -3.541742], [-5.225656, -0.692809, 4.148458], [6.157144, -1.410309, -3.024942], [-0.191356, -2.128309, -4.645942], [1.606744, 3.532491, -0.063442], [-0.349056, -2.669809, 6.085458], [-3.028056, 6.615391, -1.111142], [4.119444, 0.344691, 1.105558], [1.582344, 0.555191, 0.995158], [2.999244, 3.300691, -1.640642], [0.586644, 1.486591, 5.556558], [0.720144, 2.423191, -1.706442], [0.496244, -3.307609, -4.933142], [2.460644, -3.486709, -2.160942], [1.731444, -3.085509, -2.858442], [-3.089956, -0.818609, -1.986342], [-2.967356, 3.616991, -2.708342], [0.524344, -3.063509, 1.219958], [1.075044, -1.865209, -2.595142], [-5.127756, -0.766809, 0.784758], [-4.261656, -0.805909, -1.206642], [0.237044, 0.546091, 5.150758], [-1.739056, 4.995791, 0.149658], [4.303244, -1.087509, -1.994142], [-2.065656, 7.037291, 0.765158], [-0.947956, -1.760909, -5.321142], [1.745144, 3.127191, -1.046042], [-3.700456, -0.784909, 0.478558], [-2.847956, -0.787909, 1.663958], [1.818944, -4.776309, 1.050558], [1.449444, -3.797909, -4.032342], [-3.446756, -0.739609, 2.957658], [4.222644, 2.921391, -3.368142], [-1.236256, 2.003191, -0.760442], [-1.010556, -2.837509, 3.722758], [0.157944, -0.581409, 5.971758], [-3.287656, -0.805209, -0.904142], [-1.152056, 4.771791, 1.025758], [2.124544, -0.126409, 1.683158], [2.241044, 2.105391, -3.591842], [-0.208756, -5.263409, 0.528358], [-0.783456, -2.562209, 1.093458], [-0.133456, 0.461291, 3.805358], [-1.511556, -4.783909, 0.393158], [-0.475956, -0.545609, -3.235742], [0.088544, -1.423609, -3.473942], [7.555444, -0.427409, -1.237342], [-2.259656, 6.287791, 0.008258]],
  "forces_ev_per_a": [[0.0, 0.0, 0.0], [0.0, 0.0, -0.2], [0.1, 0.0, -0.7], [-0.3, -0.2, -0.3], [0.3, 0.8, 0.4], [0.0, 0.1, 0.0], [-0.4, -0.2, -0.2], [0.2, 0.1, -0.2], [0.3, -0.4, 0.3], [0.0, 0.2, 0.3], [-0.5, 0.2, 0.0], [0.0, 0.0, 0.0], [0.3, -0.1, 0.3], [9.0, 10.0, 1.9], [-0.2, -0.4, -0.2], [-0.2, -0.2, -0.4], [0.2, 0.1, 0.3], [-0.5, -0.3, 0.3], [6.3, 5.4, -9.2], [0.0, 0.0, 0.0], [-0.1, 0.0, 0.0], [0.7, 0.0, -0.1], [-0.3, -0.3, 0.6], [0.0, 0.3, -0.3], [0.2, -0.3, -0.3], [0.2, 1.9, -0.1], [5.4, -2.2, -4.9], [-0.1, 0.0, 0.0], [-0.2, 0.2, -0.2], [0.0, 0.0, 0.0], [0.0, 0.1, 0.1], [-0.2, 0.0, 0.0], [-0.1, 0.4, 0.4], [0.6, -0.1, 0.4], [-0.8, -0.1, -0.3], [-6.3, 1.5, 6.4], [0.6, -0.1, 0.6], [0.3, 0.0, -0.4], [0.0, 0.0, 0.0], [-9.6, -13.0, -1.5], [-0.6, -0.6, -0.5], [-0.1, -2.1, 1.4], [2.7, -0.5, -2.2], [2.2, 0.9, -1.1], [-0.2, 0.3, 0.2], [-0.3, -0.1, -0.3], [0.1, 0.0, 0.0], [0.0, 0.0, -0.1], [0.2, -0.2, 0.3], [-0.2, 0.2, 0.3], [0.0, 0.0, 0.0], [0.1, -0.5, 0.0], [-0.3, 0.0, 0.1], [-1.3, 0.5, 2.2], [-0.5, -0.2, 0.1], [-0.1, 0.0, 0.0], [0.0, -0.4, 0.4], [0.1, 0.2, 0.4], [0.0, 0.1, -0.1], [-0.1, 0.1, -0.1], [1.0, 0.1, 2.3], [-0.1, 0.0, -0.1], [-0.6, -0.2, -0.3], [0.4, -0.6, -0.2], [1.3, -0.1, -0.9], [-0.5, -0.1, -0.6], [-0.2, -0.7, 0.0], [-0.2, -0.1, -0.4], [0.4, 0.0, 0.1], [0.0, -0.1, 0.0], [-0.1, 0.0, -0.1], [0.3, -0.3, -0.7], [-1.1, 0.3, 2.8], [-2.3, 1.0, -0.7], [0.0, 0.0, 0.0], [-0.3, 0.5, 0.2], [-0.7, 0.1, -0.5], [-0.1, 0.0, 0.0], [1.3, 2.0, 0.0], [-0.1, 0.0, -0.1], [0.0, 0.0, -0.4], [-4.5, -0.3, -1.2], [0.1, 0.0, 0.1], [0.1, 0.0, -0.4], [0.1, 0.2, 0.3], [-0.2, 0.1, 0.0], [0.8, -1.8, 1.5], [-2.1, -0.7, 6.3], [0.7, -0.1, 0.0], [-0.2, 0.6, -0.1], [-0.1, -0.5, -0.2], [0.0, 0.0, 0.0], [0.0, -0.4, -0.4]],
  "mulliken_charge": [0.42, 0.46, -0.98, -0.53, -0.09, 0.52, -0.62, 0.73, -0.58, -0.80, 0.65, 0.47, -0.64, -1.09, 0.96, 0.48, 0.92, -2.37, -0.05, 0.45, 0.49, 0.25, 1.31, -0.88, -0.72, 0.68, 0.88, 0.47, -0.97, 0.48, 0.48, 0.45, -0.85, -0.24, -0.91, 0.52, -0.99, 0.46, 0.41, 6.02, 0.86, -0.44, -1.84, 1.19, 0.57, 0.54, 0.50, 0.48, -1.01, 0.48, 0.51, -0.51, 0.37, -2.30, -0.68, 0.52, 0.13, -0.63, 0.57, -0.69, 0.24, 0.34, -0.89, 1.16, -1.05, 0.21, -0.85, -0.10, -0.50, 0.42, 0.51, -0.20, -0.32, 1.28, 0.56, -0.74, -1.27, 0.49, 1.20, 0.53, -0.75, 0.14, 0.31, 1.13, -0.67, -0.87, -0.16, -0.27, -0.79, 0.13, -0.22, 0.45, -0.78]
}



[2]
{
  "formula": "C39H58BBrClO20P",
  "method": "ωB97M-V/def2-TZVPD",
  "gap_ev": 6.237,
  "homo_ev": -7.317,
  "elements": ["H", "H", "H", "C", "O", "H", "H", "H", "C", "O", "H", "H", "H", "C", "O", "C", "O", "H", "C", "C", "O", "H", "C", "C", "H", "C", "C", "C", "H", "H", "H", "H", "H", "O", "H", "H", "C", "H", "H", "H", "O", "C", "C", "O", "H", "H", "C", "C", "C", "C", "Cl", "O", "C", "H", "O", "H", "C", "O", "H", "O", "C", "O", "H", "C", "H", "H", "O", "C", "H", "Br", "H", "H", "H", "H", "B", "O", "H", "H", "C", "H", "C", "O", "O", "H", "H", "H", "C", "C", "H", "H", "C", "C", "C", "H", "H", "H", "O", "C", "H", "H", "C", "H", "H", "H", "C", "C", "O", "H", "O", "H", "C", "H", "H", "H", "C", "P", "H", "C", "C", "H", "C"],
  "xyz": [[-6.454818, -4.085990, -1.573432], [8.303892, 3.761434, -1.292821], [-3.204268, -7.734993, 1.467843], [-0.356639, -0.866289, 3.716784], [3.419354, 4.908603, -1.588811], [-1.918168, -3.317464, -6.034205], [-1.131457, 3.292059, -12.583102], [2.672748, 2.960508, 7.701165], [5.887676, 0.599923, 4.938563], [4.586441, 3.145792, 6.908503], [0.680883, 1.074132, 0.080955], [-1.459454, 2.142336, -6.951731], [0.267381, -1.668501, 3.332582], [-4.545772, -6.349857, -0.315361], [-7.177596, -2.250645, 6.000889], [-2.846779, -1.471186, -2.358882], [3.715669, 5.182921, -3.815056], [1.006255, 2.656277, -4.157913], [-0.973777, -1.856848, 0.928157], [8.572373, 3.534300, -0.264341], [-4.859248, -7.528906, 0.226578], [-5.336933, -0.557716, 1.719714], [-3.318394, -1.128089, 1.363189], [-3.734919, -8.277870, 0.686899], [0.031688, 2.482759, -11.522069], [-2.543714, -1.570753, -1.027168], [-2.017798, -1.250660, 1.830541], [-3.675393, -1.548110, -0.043300], [-4.873330, -4.563028, -2.207057], [6.942471, 0.352185, 4.853620], [2.387635, 1.557958, -0.051762], [6.819083, 3.430840, 4.261709], [-3.883828, -1.351147, -2.664731], [6.814470, 4.594850, 2.536522], [3.482272, 4.519062, 7.922811], [-0.862764, -0.119711, -5.498051], [-0.549980, -1.630579, -2.846977], [4.558451, 5.959324, -0.269303], [2.326741, -3.530294, 0.627026], [5.509411, 0.874906, 3.954804], [-1.809780, -0.296323, -5.587804], [-1.849053, -1.516585, -3.316522], [-1.707716, 2.360698, -9.557920], [0.009020, -2.447046, 1.327965], [-7.422461, -0.234807, 6.025381], [-5.013295, -3.786125, -0.604388], [-2.458983, 2.259892, -7.365685], [1.637244, 0.833219, -0.391127], [-1.750962, -0.814412, 3.122480], [-0.222673, -1.738524, -1.501437], [0.703211, -1.654714, -4.086183], [-3.433703, -5.902710, -0.433373], [6.894751, 4.474139, 3.958591], [-5.577083, -1.805581, 4.199707], [-5.131847, 0.246407, 4.194671], [3.219116, -0.538174, -0.025032], [4.539047, 2.124018, 6.053262], [-5.672258, -5.756875, -0.699568], [2.630188, 2.954344, -4.797473], [2.190986, 3.763661, -2.933115], [-2.735640, -2.683031, -5.661568], [8.686349, 3.338524, 2.374044], [-0.486137, -1.073130, 4.785783], [-6.077206, -0.850247, 4.402289], [5.351866, -0.266035, 5.324103], [0.158337, -4.418375, -1.377062], [-1.745369, 3.122556, -10.652992], [-5.511828, -0.785240, 6.904520], [-6.824014, -2.606376, 6.820944], [-2.468822, 0.342968, 5.673378], [-1.442762, 1.627814, -12.066043], [-0.449041, 1.261836, 3.320997], [2.844351, -3.980438, -0.980778], [0.611250, 0.869133, 4.643852], [-2.127272, -1.445324, -4.885161], [-4.826164, -1.815822, -0.353167], [-5.868587, -1.033959, 7.909698], [-5.072803, 0.210587, 6.827842], [-1.025201, 2.586796, -11.762979], [5.400010, 5.513631, -1.758359], [-5.475865, -4.472860, -1.302686], [-1.136261, 1.307851, -9.450970], [7.595479, 4.157043, 0.571620], [-3.272064, -3.304146, -4.928303], [1.197658, 0.563792, 2.990890], [0.255852, -4.729436, 0.350820], [-1.248626, -1.712441, -0.559673], [3.165393, 4.672274, -2.875978], [8.562864, 2.454058, -0.128221], [-4.702268, -1.494691, 6.676339], [4.454149, 5.861950, -1.346623], [1.986176, -3.599766, -0.415283], [1.796160, 3.397430, -4.255160], [2.830937, 4.099998, 6.330901], [1.626472, 0.907989, -1.483566], [-6.910980, -0.768978, 3.693832], [5.786298, 1.700522, 5.844193], [2.124728, -0.566907, 0.064461], [1.280820, -5.640773, -0.731492], [-3.397428, -2.385852, -6.480063], [3.310169, 3.703926, 7.224990], [4.190542, 6.833803, -1.761598], [9.564051, 3.935902, -0.062252], [7.819600, 4.912263, 4.330230], [-4.091943, -0.222150, 3.430082], [-6.598116, -0.939484, 5.843852], [3.545000, 1.665652, 5.555619], [6.053479, 5.022698, 4.373924], [-2.412014, 2.970416, -8.605636], [-2.933899, 1.290031, -7.492601], [-2.786870, -0.306005, 3.892763], [-3.063346, -8.510683, -0.138246], [-3.054567, 2.852937, -6.676230], [1.405837, 4.259930, -4.793552], [0.318834, 0.546694, 3.638994], [1.567753, -1.913863, -1.063048], [1.925604, -0.746361, 1.131801], [0.854088, -4.644721, -0.561701], [-4.330834, -0.628083, 2.124009], [-4.117867, -9.206631, 1.101830], [7.789892, 3.967043, 1.877821]],
  "forces_ev_per_a": [[-0.1, -0.2, 0.1], [-0.2, 0.1, 0.1], [0.1, 0.1, -0.1], [0.1, 0.6, 0.9], [0.0, 0.0, 0.1], [-0.1, 0.3, -0.1], [-0.1, 0.1, 0.1], [0.0, 0.0, -0.1], [0.2, -0.3, -0.2], [0.1, 0.0, 0.0], [0.0, 0.1, -0.4], [0.0, -0.1, -0.1], [-0.2, 0.3, -0.2], [-0.2, 0.0, 0.0], [0.0, 0.2, -0.5], [-0.3, -0.1, -0.9], [0.0, 0.0, 0.0], [0.0, 0.0, 0.2], [-0.2, -0.1, -0.2], [0.1, -0.1, -0.2], [0.0, 0.0, 0.0], [0.2, -0.1, 0.0], [-0.2, -0.5, -1.5], [0.1, -0.2, 0.1], [0.0, -0.1, 0.1], [-1.1, 0.0, 1.4], [0.3, -0.1, -0.1], [-0.2, 0.1, 0.1], [0.1, 0.0, 0.1], [0.0, 0.2, 0.1], [-0.3, 0.0, 0.0], [0.1, 0.0, 0.0], [0.1, -0.1, 0.2], [0.0, 0.0, -0.1], [0.2, -0.1, 0.0], [-0.2, 0.5, 0.3], [0.3, 0.0, -0.2], [-0.1, -0.2, 0.0], [-0.3, 0.0, -0.1], [-0.1, 0.0, 0.1], [0.2, -0.6, -0.1], [0.2, 0.1, -0.4], [-0.1, 0.1, 0.0], [-0.6, 0.4, -0.2], [0.3, 0.1, -0.2], [0.0, -0.3, -0.1], [-0.1, -0.1, 0.3], [0.6, -0.4, 0.5], [1.3, -0.6, 0.4], [1.0, -0.4, 1.3], [-0.2, 0.0, 0.1], [0.1, 0.0, 0.0], [-0.1, 0.0, 0.3], [0.0, 0.2, 0.1], [0.1, -1.1, 0.1], [-0.2, -0.4, -0.1], [0.1, 0.0, 0.0], [0.0, -0.1, -0.1], [0.0, 0.1, 0.0], [-0.1, -0.1, 0.0], [-0.4, 0.2, 1.0], [0.0, 0.0, 0.0], [0.0, -0.1, -0.3], [-0.1, -0.2, 0.2], [-0.1, 0.1, -0.1], [0.2, -0.1, 0.0], [0.0, 0.0, 0.0], [0.4, 0.0, -0.8], [-0.1, -0.1, -0.1], [0.1, -0.1, -0.5], [0.1, 0.0, 0.1], [0.4, 0.1, -0.2], [-0.1, 0.5, -0.1], [0.2, -0.1, -0.2], [0.0, -0.1, -0.5], [0.9, 0.7, 0.2], [-0.2, 0.4, -0.2], [-0.1, -0.1, 0.4], [0.1, 0.0, -0.3], [0.0, 0.1, -0.1], [0.0, 0.1, -0.2], [0.0, 0.0, 0.0], [0.0, 0.0, 0.0], [-0.1, 0.0, -0.4], [-0.2, 0.1, 0.0], [0.1, 0.2, -0.2], [0.2, 0.1, -0.1], [0.0, 0.0, 0.2], [0.1, 0.0, 0.1], [-0.1, 0.1, 0.0], [0.2, 0.2, 0.1], [-0.5, -0.4, 0.5], [-0.1, -0.1, -0.2], [0.0, -0.1, 0.0], [-0.3, 0.0, 0.2], [0.1, 0.1, 0.2], [0.0, 0.0, 0.0], [-0.2, 0.1, 0.5], [-0.1, 0.2, -0.1], [0.2, -0.1, 0.0], [-0.2, 0.2, 0.1], [0.0, -0.1, -0.1], [0.0, -0.1, 0.1], [0.0, -0.1, 0.0], [-0.2, 0.4, -0.4], [-0.3, -0.3, 0.9], [0.0, 0.0, 0.0], [-0.1, 0.0, -0.2], [0.0, 0.1, 0.0], [0.2, -0.1, 0.0], [-0.4, 0.6, 0.9], [0.1, 0.1, 0.0], [0.0, 0.2, -0.2], [0.1, 0.0, 0.0], [-0.5, -0.4, 0.4], [1.5, 0.3, -1.8], [-0.2, 0.1, -0.2], [0.0, -0.1, 0.4], [-0.8, 0.2, 0.5], [-0.2, 0.1, -0.1], [-0.1, 0.1, 0.0]],
  "mulliken_charge": [0.30, 0.20, 0.29, -1.39, -0.29, 0.31, 0.21, 0.30, -0.69, -0.33, 0.18, 0.23, 0.47, 0.79, -0.56, -1.51, -0.54, 0.14, 1.05, -0.67, -0.34, 0.54, 0.33, -0.61, 0.29, 0.49, -1.21, 0.28, 0.23, 0.23, 0.47, 0.08, 0.56, -0.29, 0.22, 0.18, -0.09, 0.19, 0.40, 0.30, -0.17, 0.28, 0.76, -0.63, 0.21, -0.02, -0.55, -1.25, 1.09, 0.36, -0.27, -0.53, -0.42, 0.40, -0.49, 0.59, 0.88, -0.35, 0.35, -0.25, -0.91, -0.55, 0.64, -0.62, 0.33, 0.20, -0.34, -1.44, 0.34, -0.18, 0.29, 0.35, 0.58, 0.26, 0.33, -0.75, 0.47, 0.25, -0.63, 0.25, -0.26, -0.54, -0.23, 0.24, 0.24, 0.16, 0.08, 0.74, 0.31, 0.42, -0.57, -0.59, -0.67, 0.30, 0.35, 0.32, -0.36, -0.50, 0.47, 0.27, -0.66, 0.30, 0.31, 0.34, 0.35, 0.31, -0.53, 0.21, -0.34, 0.29, 0.08, 0.28, 0.31, 0.34, -0.98, 0.09, 0.23, -1.07, -0.61, 0.21, 0.73]
}